# C21H55CdFN7O6P

A structure of composition C21H55CdFN7O6P at a distorted geometry (ωB97M-V/def2-TZVPD, the OMol25 dataset).

Summary:
E_LUMO = -0.368 Eh
E_HOMO = -12.041 eV
Kohn-Sham gap = 2.0 eV
Total charge = +2
Electronic energy = -61932.81877 eV
Spin multiplicity = 1

Cartesian coordinates (Å):
Cd (-6.694, -30.209, 6.368)
C (-1.418, -26.124, -2.436)
O (-2.545, -26.752, -1.816)
C (-3.160, -27.813, -2.542)
C (-2.454, -29.085, -2.329)
N (-2.009, -29.269, -0.850)
H (-1.438, -28.457, -0.662)
H (-2.755, -29.215, -0.171)
C (-1.031, -30.456, -0.556)
C (0.461, -29.960, -0.916)
O (0.435, -29.363, -2.238)
C (1.558, -28.567, -2.473)
H (-0.619, -26.709, -2.891)
H (-0.893, -25.431, -1.778)
H (-1.837, -25.511, -3.234)
H (-3.216, -27.622, -3.613)
H (-4.209, -27.940, -2.271)
H (-1.573, -29.181, -2.963)
H (-3.071, -29.956, -2.550)
H (-1.421, -31.271, -1.165)
H (-1.139, -30.685, 0.504)
H (1.204, -30.758, -0.890)
H (0.783, -29.227, -0.177)
H (1.579, -28.214, -3.504)
H (2.525, -29.054, -2.344)
H (1.422, -27.676, -1.859)
F (-5.737, -29.372, 3.286)
C (-2.396, -26.794, 8.719)
O (-3.269, -27.635, 8.468)
N (-1.391, -27.037, 9.612)
C (-0.693, -25.916, 10.192)
C (-1.019, -28.281, 10.225)
H (-2.461, -25.766, 8.331)
H (-1.048, -24.950, 9.831)
H (0.376, -26.127, 10.201)
H (-0.994, -25.856, 11.238)
H (-1.425, -28.329, 11.235)
H (-1.265, -29.150, 9.615)
H (0.059, -28.291, 10.387)
C (0.098, -23.822, 3.099)
O (-0.009, -24.755, 2.277)
N (-0.882, -23.163, 3.701)
C (-0.497, -21.936, 4.501)
C (-2.324, -23.493, 3.453)
H (1.073, -23.461, 3.462)
H (0.461, -21.529, 4.176)
H (-0.354, -22.175, 5.555)
H (-1.300, -21.200, 4.513)
H (-2.692, -22.797, 2.700)
H (-2.511, -24.498, 3.075)
H (-2.986, -23.407, 4.315)
C (-10.572, -25.844, 7.010)
O (-10.074, -27.005, 7.020)
N (-11.396, -25.302, 7.990)
C (-11.798, -23.877, 8.006)
C (-11.906, -26.119, 9.052)
H (-10.228, -25.129, 6.247)
H (-12.844, -23.935, 7.705)
H (-11.195, -23.327, 7.283)
H (-11.728, -23.327, 8.945)
H (-11.418, -27.094, 9.066)
H (-11.502, -25.645, 9.946)
H (-12.990, -26.132, 9.166)
O (-10.093, -32.742, 4.352)
P (-11.098, -33.055, 3.260)
N (-10.873, -32.455, 1.697)
C (-11.199, -31.101, 1.464)
C (-9.778, -32.850, 0.732)
N (-12.759, -32.634, 3.682)
C (-13.992, -33.214, 3.109)
C (-12.970, -31.647, 4.755)
N (-11.219, -34.764, 3.021)
C (-11.945, -35.384, 1.903)
C (-11.399, -35.626, 4.258)
H (-12.176, -30.923, 1.913)
H (-11.315, -30.866, 0.405)
H (-10.449, -30.396, 1.823)
H (-9.472, -33.871, 0.963)
H (-8.940, -32.204, 0.993)
H (-9.965, -32.722, -0.334)
H (-13.822, -33.384, 2.046)
H (-14.123, -34.194, 3.570)
H (-14.875, -32.584, 3.222)
H (-12.534, -31.978, 5.697)
H (-12.312, -30.875, 4.354)
H (-14.009, -31.355, 4.908)
H (-11.542, -36.381, 1.725)
H (-13.031, -35.447, 1.976)
H (-11.844, -34.867, 0.949)
H (-11.026, -36.591, 3.913)
H (-12.345, -35.643, 4.800)
H (-10.708, -35.357, 5.057)

# C14H26BF10N2O22S6Zr

A structure of composition C14H26BF10N2O22S6Zr at a distorted geometry (ωB97M-V/def2-TZVPD, the OMol25 dataset).

Summary:
E_LUMO = -0.016 Eh
E_HOMO = -3.212 eV
Kohn-Sham gap = 2.8 eV
Total charge = -1
Electronic energy = -157097.52410 eV
Spin multiplicity = 1

Cartesian coordinates (Å):
Zr (-0.870, 1.248, -1.906)
N (-2.645, 0.310, -2.466)
S (-3.069, -1.182, -2.875)
O (-3.569, -1.490, -4.202)
O (-3.492, -2.058, -1.839)
F (-1.519, -1.573, -2.893)
S (-4.279, 0.933, -2.528)
O (-4.216, 2.226, -1.867)
O (-5.456, 0.114, -2.531)
F (-4.305, 1.424, -4.074)
N (0.624, 0.885, -3.321)
S (0.466, 0.351, -5.029)
O (0.614, -1.043, -5.444)
O (0.688, 1.416, -6.007)
F (-1.138, 0.385, -4.872)
S (2.051, 0.249, -3.399)
O (3.083, 0.775, -4.292)
O (2.048, -1.177, -3.123)
F (2.505, 0.953, -2.061)
B (-0.150, -0.260, -0.440)
H (0.173, -1.087, 0.198)
H (0.030, -0.557, -1.471)
H (-1.222, -0.093, -0.369)
H (0.396, 0.650, -0.201)
O (-3.678, 3.907, 1.312)
C (-2.967, 2.966, 2.091)
C (-1.872, 2.269, 1.199)
O (-1.947, 2.335, -0.250)
H (-3.580, 2.184, 2.550)
H (-2.488, 3.466, 2.938)
H (-1.900, 1.224, 1.517)
H (-0.859, 2.604, 1.427)
C (-1.462, -4.050, -0.473)
C (-1.982, -3.220, 0.692)
O (-2.892, -4.020, 1.446)
C (-3.331, -3.794, 2.703)
O (-2.982, -3.043, 3.560)
C (-4.439, -4.800, 3.097)
F (-5.521, -4.161, 3.428)
F (-4.701, -5.699, 2.141)
F (-4.056, -5.517, 4.166)
H (-1.168, -5.046, -0.140)
H (-0.514, -3.614, -0.790)
H (-2.122, -4.092, -1.338)
H (-2.552, -2.326, 0.438)
H (-1.254, -2.835, 1.408)
C (2.802, 5.301, -3.980)
C (2.287, 4.147, -3.166)
O (2.201, 4.462, -1.779)
C (1.541, 3.706, -0.922)
O (0.933, 2.697, -1.144)
C (1.827, 4.038, 0.542)
F (1.570, 3.112, 1.424)
F (3.063, 4.498, 0.790)
F (0.924, 4.978, 0.900)
H (3.884, 5.438, -3.956)
H (2.329, 6.276, -3.865)
H (2.692, 4.994, -5.021)
H (2.777, 3.216, -3.450)
H (1.260, 3.953, -3.483)
C (4.762, -1.233, 2.093)
C (5.521, -2.437, 1.479)
O (4.545, -3.302, 0.941)
S (2.962, -2.793, 1.097)
O (2.169, -3.758, 1.820)
O (2.492, -2.150, -0.121)
O (3.433, -1.655, 2.138)
H (4.980, -0.342, 1.503)
H (5.102, -0.882, 3.067)
H (6.174, -2.928, 2.200)
H (6.102, -2.008, 0.663)
C (-0.130, -1.257, 3.575)
C (-0.796, -0.176, 4.400)
O (0.329, 0.270, 5.179)
S (1.693, 0.344, 4.164)
O (2.930, 0.156, 4.870)
O (1.526, 1.496, 3.310)
O (1.221, -1.052, 3.426)
H (-0.616, -1.278, 2.599)
H (-0.208, -2.256, 4.006)
H (-1.764, -0.387, 4.853)
H (-0.995, 0.673, 3.743)

# C3H28NO11

A cluster of 11 separate species, C3H28NO11 in total at a distorted geometry (ωB97M-V/def2-TZVPD, the OMol25 dataset).

Summary:
E_LUMO = -0.100 Eh
E_HOMO = -12.707 eV
ΔE to the lowest compared entry with this formula, charge and spin = 0.925 eV
Kohn-Sham gap = 10.0 eV
Total charge = +1
Electronic energy = -27571.81819 eV
Spin multiplicity = 1

Cartesian coordinates (Å):
C (0.418, 1.797, 1.513)
C (-1.039, 2.230, 1.757)
C (-1.610, 2.299, 3.182)
O (-2.783, 2.522, 3.288)
N (0.508, 0.744, 0.461)
H (0.617, 1.353, 2.479)
H (1.017, 2.643, 1.218)
H (-1.862, 1.720, 1.244)
H (-1.195, 3.226, 1.323)
H (-0.986, 2.012, 4.045)
H (1.465, 0.469, 0.298)
H (-0.043, 1.076, -0.327)
H (-0.021, -0.099, 0.697)
H (-0.602, 2.552, -3.393)
H (-2.121, 2.871, -3.501)
O (-1.481, 2.228, -3.183)
H (4.334, -1.784, 1.516)
H (4.482, -2.395, 0.146)
O (4.029, -1.679, 0.607)
H (4.220, 0.801, -0.204)
H (3.573, 1.991, -1.079)
O (3.792, 1.663, -0.206)
H (-2.450, -1.647, -0.079)
H (-1.533, -2.101, -1.128)
O (-1.826, -2.365, -0.243)
H (1.273, -2.237, -0.592)
H (2.369, -1.496, -1.232)
O (1.520, -1.326, -0.818)
H (3.062, 0.894, 2.072)
H (3.736, 1.922, 2.917)
O (2.864, 1.537, 2.762)
H (-3.641, -1.671, -2.384)
H (-4.683, -0.775, -1.747)
O (-3.979, -0.767, -2.364)
H (-1.268, -3.129, -4.053)
H (-1.617, -1.623, -3.739)
O (-1.292, -2.453, -3.381)
H (-0.371, -0.624, -2.174)
H (-1.746, 0.080, -2.103)
O (-0.932, -0.083, -1.603)
H (0.287, -4.759, 1.593)
H (-0.294, -3.853, 0.539)
O (0.545, -4.106, 0.938)

> Which of these has the lowest Kohn-Sham gap?

C21H55CdFN7O6P

> Which value of Kohn-Sham gap does entry 1 give?

2.0 eV

> Which formula does entry 2 have?

C14H26BF10N2O22S6Zr

> Which value of E_HOMO does entry 1 give?

-12.041 eV